Here is 2 unconnected molecules or ions with the total composition C23H27N2O2 at a distorted geometry from the OMol25 dataset. Energies are from wB97M-V/def2-TZVPD.

```
54
Properties=species:S:1:pos:R:3:forces:R:3
C -4.88320 -3.01457 3.95960 0.077 0.088 -0.199
O -5.34837 -2.35700 2.75823 1.027 0.522 -0.961
C -4.47145 -1.77515 1.90358 -0.254 -0.178 0.518
C -5.01830 -1.17989 0.72933 0.066 -0.282 0.436
C -4.18408 -0.55174 -0.15863 -0.043 0.113 0.098
C -2.77743 -0.40930 0.08690 -0.266 0.380 0.106
C -2.00885 0.23958 -0.90979 -0.015 -1.257 -0.256
C -0.62245 0.13174 -1.20118 0.032 0.004 -0.655
C -0.17330 0.87859 -2.33555 0.179 0.159 0.320
C 1.16170 0.99144 -2.65678 -0.050 -0.310 0.112
C 2.09065 0.27459 -1.88710 1.288 0.225 -0.341
O 3.42185 0.32736 -2.28821 -1.100 0.390 0.569
C 4.06866 -0.86468 -2.65870 0.047 -0.419 -0.101
C 4.43497 -0.96804 -4.00310 -0.519 0.075 0.379
C 4.85996 -2.19878 -4.48313 0.401 -0.205 0.162
C 5.00588 -3.28147 -3.60578 -0.054 -0.048 0.100
C 4.73488 -3.12597 -2.24029 0.304 0.034 -0.236
C 4.30476 -1.89586 -1.74721 -0.314 0.299 -0.216
C 1.70172 -0.45507 -0.75370 -0.379 -0.318 -0.086
C 0.34846 -0.64810 -0.51053 0.243 0.378 0.310
C -2.27108 -0.94459 1.30650 0.014 -0.583 -0.135
C -3.07292 -1.69780 2.14713 -0.110 0.157 0.083
H -5.80218 -3.34453 4.43922 0.192 -0.014 0.042
H -4.24880 -3.87772 3.71784 -0.198 0.216 -0.018
H -4.33793 -2.32240 4.61426 -0.194 -0.077 -0.210
H -6.09817 -1.24447 0.57855 0.413 -0.034 -0.062
H -4.59372 -0.18338 -1.10106 0.091 0.060 0.326
H -2.58666 0.78870 -1.66970 0.230 -0.203 0.404
H -0.91541 1.35433 -2.96813 0.059 0.186 0.178
H 1.50793 1.60079 -3.48787 -0.075 -0.290 0.075
H 4.32915 -0.09019 -4.64381 -0.068 -0.360 0.136
H 5.09683 -2.30526 -5.54384 -0.028 -0.018 0.374
H 5.36036 -4.24816 -3.97972 -0.218 0.422 0.134
H 4.87306 -3.95663 -1.54462 0.038 0.252 -0.290
H 4.13594 -1.73029 -0.67991 0.102 -0.229 -0.486
H 2.46819 -0.88387 -0.10666 -0.477 -0.136 -0.407
H 0.04863 -1.42377 0.19342 0.094 0.482 0.023
H -1.22400 -0.78121 1.56285 -0.405 -0.015 0.069
H -2.65053 -2.20248 3.02284 -0.145 0.458 -0.346
C 0.20298 3.44561 0.10057 -0.104 0.236 0.349
N -0.09467 3.25273 1.49574 0.332 1.303 -0.019
C -1.45850 3.32422 1.95941 0.079 -0.223 -0.212
N 0.76089 2.38279 2.17319 -0.072 -1.255 0.188
C 1.63393 3.00770 3.17691 0.001 0.038 -0.725
H -0.31936 4.35073 -0.24206 0.210 -0.267 -0.104
H 1.29044 3.59827 0.00882 -0.381 0.031 -0.180
H -0.09793 2.59417 -0.54087 0.093 0.217 0.113
H -1.90484 4.25526 1.57953 0.110 -0.234 0.202
H -2.10240 2.48601 1.61665 0.123 0.036 0.167
H -1.45028 3.35103 3.05820 -0.141 -0.030 -0.381
H 1.32354 1.88198 1.48212 -0.242 0.084 0.365
H 2.12054 2.19598 3.72334 -0.043 0.196 0.082
H 2.40202 3.63344 2.69896 -0.090 0.100 0.278
H 1.02889 3.61530 3.85421 0.143 -0.158 -0.071
```
Positions in Å, forces in eV/Å.

Results
total energy	-1152.25954	Ha
spin multiplicity	1
charge	+1
ΔE to the lowest compared entry with this formula, charge and spin	95.1	kcal/mol
strongest force on any atom	1.5	eV Å⁻¹
E_HOMO	-9.81	eV

***

Here is C23H27N3O3S in the gas phase from the OMol25 dataset. Energies are from wB97M-V/def2-TZVPD.

```
57
Properties=species:S:1:pos:R:3:forces:R:3
C 6.48005 0.77296 -0.26486 -0.039 0.034 -0.229
C 5.36586 0.45766 -1.26509 0.129 0.023 0.226
C 4.22760 -0.24028 -0.57844 -0.057 0.112 -0.154
C 4.25301 -1.62951 -0.40961 -0.181 0.062 0.079
C 3.24333 -2.28990 0.25161 -0.040 -0.029 0.027
C 2.16539 -1.57002 0.77023 0.382 0.614 -0.228
N 1.14269 -2.18614 1.43421 -0.108 -0.370 0.150
C 0.02062 -1.56948 1.91218 0.274 0.005 -0.011
O -0.85953 -2.22270 2.46198 -0.214 -0.202 0.149
C -0.02348 -0.11921 1.74865 0.151 0.223 -0.046
C -1.24167 0.59820 2.28352 0.051 -0.196 0.122
N -2.14800 1.07296 1.24806 -0.111 -0.171 0.124
C -2.17794 2.50120 0.98500 -0.002 0.298 -0.031
C -1.06088 2.94840 0.09971 -0.389 -0.368 -0.610
C -0.77949 2.67703 -1.20660 -0.199 0.107 0.456
C 0.43892 3.33874 -1.49637 0.271 0.242 0.413
C 0.80658 3.96606 -0.34816 0.396 -0.060 -0.680
O -0.09150 3.73344 0.62806 -0.117 0.075 0.435
C -2.86512 0.22980 0.45706 -0.205 0.011 0.264
S -3.80074 0.82832 -0.78581 -0.567 0.332 -0.734
N -2.85610 -1.07971 0.74951 0.269 0.257 0.311
C -3.34306 -2.10204 -0.13889 0.068 -0.276 -0.219
C -2.27232 -2.53952 -1.17851 -0.340 -0.125 -0.056
C -2.45748 -1.88389 -2.55799 0.124 0.019 0.027
C -1.02690 -1.58257 -2.99434 0.041 -0.080 0.242
C -0.37486 -1.28827 -1.64800 0.223 0.291 -0.315
O -0.95638 -2.20097 -0.73651 -0.108 -0.281 0.106
C 0.99987 0.52619 1.14668 -0.358 -0.219 0.242
C 2.12367 -0.17168 0.61475 0.203 -0.471 -0.034
C 3.16579 0.47160 -0.06200 0.026 -0.279 0.007
H 7.30484 1.27757 -0.76193 0.138 0.056 0.018
H 6.10518 1.41669 0.52754 0.000 0.050 0.101
H 6.85476 -0.14249 0.18722 0.062 -0.065 0.080
H 5.01194 1.38684 -1.71479 -0.005 -0.041 -0.090
H 5.76435 -0.17684 -2.05901 -0.048 0.054 -0.074
H 5.08196 -2.19247 -0.81300 0.088 -0.084 -0.049
H 3.27193 -3.36332 0.36858 0.012 -0.129 0.008
H 1.15168 -3.19648 1.51230 -0.106 0.174 0.011
H -1.77527 -0.07370 2.96595 0.110 0.147 -0.032
H -0.91958 1.47446 2.85023 -0.073 -0.117 -0.020
H -3.13416 2.71881 0.49777 0.241 0.036 0.204
H -2.12321 3.04162 1.93320 -0.001 -0.059 -0.028
H -1.37985 2.09579 -1.87528 -0.205 -0.153 -0.054
H 0.96091 3.34605 -2.43120 0.165 0.067 -0.175
H 1.64396 4.58896 -0.10224 0.064 0.111 0.119
H -2.24085 -1.43834 1.47145 0.018 0.056 0.111
H -4.22704 -1.73008 -0.66220 0.064 -0.128 0.131
H -3.62374 -2.95477 0.48158 -0.001 0.053 -0.014
H -2.30270 -3.63432 -1.26517 -0.029 0.147 0.000
H -2.98625 -2.53873 -3.24658 -0.050 -0.052 -0.033
H -3.01702 -0.95498 -2.45323 0.003 -0.115 -0.025
H -0.95859 -0.74320 -3.68145 0.024 0.042 -0.085
H -0.56535 -2.46045 -3.44914 0.059 0.015 -0.046
H 0.70615 -1.44686 -1.63697 -0.041 0.038 -0.012
H -0.58243 -0.25420 -1.33560 0.021 -0.050 -0.018
H 0.98939 1.60048 1.05135 -0.056 0.217 -0.030
H 3.11873 1.54432 -0.18364 -0.027 0.155 -0.030
```
Positions in Å, forces in eV/Å.

Results
total energy	-1680.84744	Ha
spin multiplicity	1
structure (SMILES)	CCc1ccc2[nH]c(=O)c(CN(Cc3ccco3)C(=S)NC[C@H]3CCCO3)cc2c1
ΔE to the lowest compared entry with this formula, charge and spin	24.1	kcal/mol
strongest force on any atom	1.0	eV Å⁻¹
E_HOMO	-7.76	eV

***

Here is C23H27N3O6S2 in the gas phase at a distorted geometry from the OMol25 dataset. Energies are from wB97M-V/def2-TZVPD.

```
61
Properties=species:S:1:pos:R:3:forces:R:3
C 6.06157 0.68772 2.37111 0.170 -0.086 -0.144
C 6.60925 0.12748 1.06341 -0.378 -0.040 0.028
C 5.57277 0.08866 -0.06488 0.527 0.566 -0.376
C 5.01594 1.46782 -0.40366 0.234 -0.150 0.022
N 4.46527 -0.77631 0.32386 -0.601 -0.335 -0.429
S 3.31254 -1.09393 -0.83231 -0.036 -0.069 0.300
O 2.72923 -2.36010 -0.49671 -0.030 -0.018 0.284
O 3.81687 -0.89882 -2.16066 -0.006 0.275 0.117
C 2.08168 0.16784 -0.49539 0.337 -0.263 -0.153
C 1.54798 0.89355 -1.54334 0.026 -0.049 -0.082
C 0.54034 1.81177 -1.28728 0.032 0.032 -0.031
C 0.09170 1.97294 0.01042 -0.282 0.445 0.036
S -1.29788 3.06645 0.33151 0.001 -0.396 -0.048
O -1.23662 3.48267 1.69938 0.018 -0.262 0.048
O -1.34441 4.04386 -0.71327 0.010 -0.248 -0.157
N -2.56605 2.00433 0.16126 0.528 0.995 0.292
C -3.32125 1.58155 1.31158 -0.204 -0.029 0.521
C -3.36686 0.05775 1.50116 0.216 0.292 -0.137
O -4.32286 -0.48598 2.00216 -0.261 -0.036 0.155
N -2.23044 -0.55175 1.08337 0.355 0.097 -0.055
C -1.93752 -1.91922 0.98871 0.003 -0.266 0.108
C -0.72936 -2.27740 0.39666 -0.028 0.027 0.071
C -0.37568 -3.60671 0.27429 0.009 0.052 0.004
C -1.23263 -4.59438 0.73213 -0.005 -0.157 -0.024
C -2.43832 -4.23948 1.31382 0.107 -0.029 -0.066
C -2.79660 -2.90986 1.45061 -0.161 0.101 0.103
C -3.18151 1.86216 -1.14603 -0.086 -0.304 -0.388
C -3.14316 0.44349 -1.61310 0.761 0.099 -0.512
C -2.15509 -0.31085 -2.18013 -0.472 0.499 0.129
C -2.67984 -1.61938 -2.31013 -0.562 -0.077 0.146
C -3.94329 -1.56342 -1.81006 0.610 -0.677 -0.391
O -4.23017 -0.32417 -1.38733 -0.380 0.477 0.260
C 0.63921 1.25875 1.06274 0.143 -0.058 0.126
C 1.64801 0.34299 0.80617 -0.125 0.082 0.084
H 5.82160 1.74223 2.27178 -0.065 0.123 0.055
H 6.80278 0.58129 3.15940 0.001 0.029 0.110
H 5.16251 0.15252 2.66428 -0.106 0.003 0.136
H 7.45543 0.73053 0.73022 0.022 -0.085 -0.087
H 6.97491 -0.88851 1.23185 0.105 -0.038 -0.046
H 6.05362 -0.31662 -0.96856 -0.029 0.080 0.190
H 5.83327 2.16994 -0.54626 0.050 0.105 -0.052
H 4.37050 1.82682 0.39320 -0.045 0.104 0.091
H 4.44081 1.41251 -1.32328 -0.017 0.163 -0.083
H 4.76488 -1.64043 0.75113 -0.120 -0.311 0.009
H 1.92962 0.72478 -2.53836 0.001 0.071 -0.146
H 0.10444 2.41269 -2.06937 0.012 0.033 -0.176
H -2.84594 2.03032 2.18793 -0.225 -0.150 0.056
H -4.35652 1.94049 1.26453 0.138 -0.089 -0.018
H -1.53266 0.05640 0.67255 -0.238 -0.147 -0.003
H -0.06013 -1.51389 0.02788 0.038 0.091 -0.047
H 0.57517 -3.85169 -0.17369 0.077 -0.055 -0.049
H -0.96186 -5.63498 0.63675 0.032 -0.095 -0.007
H -3.11060 -5.00514 1.67165 -0.061 -0.060 0.037
H -3.73259 -2.63487 1.90668 -0.030 0.018 0.024
H -4.22616 2.19275 -1.10264 0.135 0.084 -0.008
H -2.62855 2.51517 -1.82157 -0.235 -0.133 -0.140
H -1.18035 0.02194 -2.47328 0.185 0.125 -0.047
H -2.17952 -2.47526 -2.71219 0.048 -0.253 -0.060
H -4.70640 -2.30750 -1.70239 -0.173 -0.039 0.072
H 0.27365 1.43770 2.06184 0.025 -0.057 0.162
H 2.09445 -0.24375 1.59235 0.007 -0.004 0.187
```
Positions in Å, forces in eV/Å.

Results
total energy	-2304.71265	Ha
spin multiplicity	1
structure (SMILES)	CC[C@H](C)NS(=O)(=O)c1ccc(S(=O)(=O)N(CC(=O)Nc2ccccc2)Cc2ccco2)cc1
ΔE to the lowest compared entry with this formula, charge and spin	29.8	kcal/mol
strongest force on any atom	1.2	eV Å⁻¹
E_HOMO	-8.28	eV

***

Here is C23H27N5O2 in the gas phase from the OMol25 dataset. Energies are from wB97M-V/def2-TZVPD.

```
57
Properties=species:S:1:pos:R:3:forces:R:3
C 2.93393 1.62675 0.72409 -0.216 -0.118 -0.083
C 1.70451 0.97623 0.09428 0.627 -0.159 0.122
N 0.53136 1.78476 0.27807 -0.424 0.280 -0.269
C 0.13216 2.82831 -0.47359 -0.236 0.120 0.189
C -1.00113 3.35288 0.11672 0.169 0.064 -0.065
C -1.86388 4.48285 -0.36032 -0.032 0.047 -0.113
N -2.92991 4.12840 -1.28540 -0.021 0.005 0.041
C -2.45155 3.63736 -2.57464 0.024 0.276 -0.317
C -3.27233 2.47048 -3.11486 0.218 -0.085 0.107
C -3.33082 1.32610 -2.09865 0.052 0.137 -0.305
C -1.97904 0.61135 -2.03820 -0.506 0.016 0.143
O -1.05574 0.85815 -2.78182 0.285 0.015 -0.268
N -1.94135 -0.36870 -1.08889 -0.275 -0.106 0.255
C -0.86321 -1.19542 -0.75819 0.325 -0.195 0.009
C 0.15870 -1.48289 -1.65872 -0.140 0.053 -0.041
C 1.19925 -2.30926 -1.28331 0.160 -0.242 0.420
C 1.23493 -2.86329 -0.00895 -0.374 0.339 -0.190
O 2.26364 -3.73163 0.27602 0.079 -0.159 -0.120
C 2.84810 -3.73281 1.50695 0.369 -0.131 0.486
C 3.50370 -4.89734 1.90559 -0.231 0.279 -0.153
C 4.15862 -4.90899 3.12248 -0.076 0.132 -0.045
C 4.14008 -3.75691 3.89589 0.149 -0.256 0.123
N 3.53165 -2.64714 3.51682 0.078 0.262 0.342
C 2.90320 -2.62822 2.35787 -0.213 0.010 -0.556
C 0.20241 -2.60024 0.88528 0.195 -0.224 -0.077
C -0.83532 -1.77162 0.51002 0.050 0.088 -0.195
C -3.79053 1.83846 -0.71622 -0.134 0.171 0.147
C -4.01953 3.35928 -0.73559 -0.147 -0.190 0.048
C -1.19222 2.53711 1.24637 0.305 0.155 -0.211
N -0.26490 1.60092 1.32582 0.014 -0.503 0.642
H 2.76898 1.77984 1.78770 0.012 0.020 0.095
H 3.13754 2.58936 0.26058 0.054 0.085 -0.029
H 3.80041 0.98442 0.59349 0.133 -0.050 -0.005
H 1.50676 0.01324 0.56847 -0.065 0.043 -0.156
H 1.85491 0.82106 -0.97707 -0.100 -0.040 0.111
H 0.66892 3.11835 -1.35425 0.115 0.044 -0.218
H -1.23935 5.22290 -0.87094 -0.041 0.045 0.144
H -2.33110 4.96878 0.50153 0.112 0.069 -0.057
H -2.48430 4.46972 -3.29089 0.124 -0.138 -0.053
H -1.41254 3.30289 -2.49622 -0.077 0.017 -0.055
H -4.28340 2.79597 -3.36130 -0.025 -0.027 -0.026
H -2.79698 2.11003 -4.02804 -0.084 0.062 -0.009
H -4.04111 0.57466 -2.46617 0.083 0.036 0.058
H -2.72521 -0.42602 -0.45431 0.085 0.111 -0.155
H 0.13974 -1.04873 -2.64376 0.001 0.015 -0.038
H 1.99413 -2.54010 -1.97474 0.103 -0.027 -0.080
H 3.48930 -5.75959 1.25651 -0.014 -0.081 -0.066
H 4.67285 -5.79451 3.46224 0.049 -0.062 0.041
H 4.63576 -3.71372 4.85575 0.080 -0.095 0.072
H 2.43205 -1.69046 2.09303 -0.082 0.001 -0.106
H 0.21144 -3.04598 1.86884 -0.008 -0.020 0.072
H -1.62962 -1.56329 1.21134 -0.069 0.066 0.097
H -3.03299 1.62425 0.03863 -0.158 -0.072 -0.059
H -4.71977 1.35167 -0.41197 -0.004 -0.041 0.045
H -4.91483 3.58273 -1.32646 -0.051 -0.062 0.169
H -4.20551 3.70720 0.28312 -0.076 0.029 -0.032
H -1.95433 2.60771 1.99907 -0.169 -0.014 0.171
```
Positions in Å, forces in eV/Å.

Results
total energy	-1316.89715	Ha
spin multiplicity	1
structure (SMILES)	CCn1cc(CN2CCC(C(=O)Nc3ccc(Oc4cccnc4)cc3)CC2)cn1
ΔE to the lowest compared entry with this formula, charge and spin	66.4	kcal/mol
strongest force on any atom	0.8	eV Å⁻¹
E_HOMO	-7.99	eV